Computed, not measured: C22H41Cl8N2O10 as an isolated structure, with the ωB97M-V functional and the def2-TZVPD basis.

Geometry as XYZ:
```
83
Properties=species:S:1:pos:R:3:forces:R:3:lowdin_charge:R:1
C 1.509 0.350 -0.960 0.0 -0.7 0.8 -0.005
C 0.357 -0.391 -0.252 0.3 0.0 -2.0 -0.574
O -0.758 0.197 -0.269 13.5 -3.4 -3.3 -0.113
O 0.510 -1.530 0.189 2.3 1.1 -1.9 -0.085
H 1.840 1.197 -0.359 -0.3 -0.3 0.2 0.068
H 1.215 0.738 -1.936 -0.1 -0.6 0.9 0.019
H 2.390 -0.279 -1.090 -1.3 0.6 0.3 0.036
C -1.781 -2.661 -0.873 1.2 0.3 -1.5 -0.155
C -2.666 -1.423 -1.033 1.5 -1.3 -1.1 -0.272
O -3.424 -1.489 0.112 -1.6 -0.6 1.5 0.070
C -3.368 -2.720 0.660 -2.0 -0.6 -0.1 -0.547
O -4.089 -3.124 1.522 0.6 0.5 0.0 0.183
O -2.529 -3.493 -0.033 0.3 -0.8 0.3 0.094
H -0.805 -2.416 -0.453 -0.9 -0.2 0.1 0.081
H -1.481 -3.159 -1.795 -0.9 -0.3 0.1 0.090
H -3.209 -1.419 -1.979 -0.8 -0.5 0.6 0.086
H -2.133 -0.472 -1.014 -0.6 -3.0 -0.2 0.035
C -0.948 -1.066 1.893 0.3 -0.7 0.6 -0.154
C -0.393 -2.464 1.900 -0.3 -1.6 0.1 -0.118
O -1.083 -3.112 2.954 0.4 -0.4 1.2 0.102
C -1.761 -2.224 3.673 -2.7 -0.3 -0.7 -0.532
O -2.585 -2.519 4.499 1.4 0.6 0.2 0.142
O -1.675 -0.977 3.107 0.1 -1.7 1.0 0.037
H -1.530 -0.858 0.995 -0.4 -0.7 1.6 0.119
H -0.131 -0.345 1.917 -1.2 -0.9 0.2 0.072
H 0.682 -2.543 2.060 -1.3 -0.1 0.2 0.085
H -0.676 -3.023 1.008 0.4 -0.1 0.9 0.116
C 0.738 1.618 2.511 0.4 0.8 0.2 -0.004
C 1.447 0.406 3.040 0.6 -0.1 2.3 -0.523
O 1.604 0.299 4.269 0.0 0.0 -1.6 0.044
N 1.850 -0.514 2.159 1.3 0.4 -0.1 0.014
C 2.546 -1.733 2.504 0.6 -0.2 -0.3 -0.050
H 1.438 2.404 2.227 0.3 0.1 0.4 0.102
H 0.137 1.885 3.380 0.2 0.6 -0.3 0.100
H 0.066 1.539 1.656 0.8 -0.3 0.1 0.044
H 1.577 -0.344 1.202 0.8 -0.5 0.8 0.083
H 3.604 -1.683 2.249 0.2 0.2 0.3 0.082
H 2.162 -2.568 1.918 0.4 0.1 0.0 0.065
H 2.426 -1.964 3.563 0.0 0.2 -0.1 0.108
C -2.090 1.334 2.503 0.5 1.1 -0.5 -0.012
C -2.981 1.468 1.316 -3.8 0.9 -1.8 -0.457
O -4.069 2.136 1.377 2.5 -1.4 0.1 -0.032
N -2.579 0.858 0.153 -9.5 5.0 1.9 0.001
C -3.433 0.910 -1.102 -0.7 1.1 1.2 -0.059
H -1.715 2.329 2.743 -0.6 0.4 0.2 0.089
H -1.171 0.838 2.190 -1.8 0.3 0.7 0.011
H -2.555 0.885 3.381 0.0 0.3 -0.5 0.122
H -1.681 0.409 0.040 -3.9 0.6 2.6 -0.252
H -4.217 0.154 -1.135 -0.2 0.3 0.6 0.102
H -2.829 0.593 -1.952 -0.7 1.4 0.1 0.051
H -3.906 1.869 -1.311 0.3 0.0 0.4 0.053
Cl 2.780 4.218 -2.576 0.7 0.5 -0.1 0.549
C 2.612 2.867 -1.411 3.8 0.2 -0.6 -0.812
C 4.043 2.560 -0.896 -0.9 0.2 0.4 -0.615
Cl 5.124 1.909 -2.183 -0.5 0.1 0.4 0.548
H 2.223 2.029 -1.988 1.5 0.7 0.5 -0.035
H 1.855 3.180 -0.692 1.0 -0.1 0.5 0.038
H 3.943 1.801 -0.120 0.3 -0.1 0.0 0.059
H 4.513 3.444 -0.465 0.0 -0.1 -0.1 0.065
Cl 0.412 2.892 -2.242 -5.5 1.6 -1.1 0.724
C -0.678 2.477 -0.859 0.4 1.4 0.4 -0.505
C -1.354 3.688 -0.250 0.1 0.5 -0.6 -0.592
Cl -2.691 4.112 -1.306 -0.8 0.7 -0.4 0.645
H -0.004 2.078 -0.101 -0.2 0.2 -0.4 0.055
H -1.396 1.719 -1.171 0.7 1.4 -0.2 0.049
H -0.761 4.602 -0.218 0.5 -0.3 0.0 0.068
H -1.754 3.534 0.753 0.0 -0.4 -0.2 0.065
Cl 5.430 -2.230 -1.675 0.1 0.5 0.6 0.549
C 3.864 -1.601 -1.033 1.3 -0.6 -0.5 -0.646
C 2.821 -2.510 -1.531 -2.9 -0.3 -0.2 -0.693
Cl 2.822 -4.185 -0.889 0.3 0.4 -0.1 0.569
H 3.718 -0.581 -1.387 1.0 -0.5 -0.5 0.025
H 3.803 -1.540 0.053 0.6 -0.3 0.0 0.070
H 2.578 -2.546 -2.593 1.2 -0.2 -0.3 0.086
H 1.867 -2.119 -1.177 0.2 -0.2 0.4 0.027
Cl -0.561 0.619 -5.374 0.5 0.0 0.5 0.546
C 0.133 0.183 -3.775 -1.0 0.1 0.5 -0.639
C -0.930 -0.501 -2.854 2.0 -0.8 -1.8 -0.560
Cl -1.772 -1.814 -3.730 0.1 0.3 -1.3 0.683
H 0.441 1.097 -3.267 -0.7 -0.2 -0.9 -0.058
H 1.073 -0.362 -3.863 -0.4 -0.6 -0.5 0.079
H -1.653 0.156 -2.370 1.1 -0.2 -1.3 0.035
H -0.351 -1.075 -2.130 -0.3 0.3 -0.1 0.057
```
Positions in Å, forces in eV/Å.

Values from the calculation:
Total charge: -1
Spin multiplicity: 1

=====

Computed, not measured: a 2-piece molecular cluster, C2H5O2S overall, with the ωB97M-V functional and the def2-TZVPD basis.

Geometry as XYZ:
```
10
Properties=species:S:1:pos:R:3:forces:R:3:lowdin_charge:R:1
O 1.619 -0.483 0.660 0.2 -0.3 0.0 0.054
C 0.626 -1.036 0.263 -0.6 0.2 -0.2 -0.626
O 0.639 -1.757 -0.911 0.1 0.6 0.0 0.038
C -0.725 -0.881 0.857 0.2 0.4 0.3 -0.109
H 1.344 -1.318 -1.413 0.1 -0.4 0.0 0.106
H -1.524 -1.386 0.309 0.3 -0.1 0.1 0.072
H -0.882 0.268 0.758 0.0 -1.2 0.1 -0.093
H -0.677 -1.156 1.909 -0.2 0.0 0.1 0.070
S -0.996 1.936 -0.418 0.0 1.0 -0.2 -0.105
H -0.234 2.859 0.216 -0.2 -0.2 -0.2 -0.408
```
Positions in Å, forces in eV/Å.

Values from the calculation:
Total charge: -1
ΔE to the lowest compared entry with this formula, charge and spin (kcal/mol): 15.2
Spin multiplicity: 1

=====

Computed, not measured: one molecule with the formula C2H3IN2O2, with the ωB97M-V functional and the def2-TZVPD basis.

Geometry as XYZ:
```
10
Properties=species:S:1:pos:R:3:forces:R:3:lowdin_charge:R:1
O 1.454 -2.630 0.052 -0.4 1.4 -0.1 -0.030
N 1.225 -1.450 0.224 -0.4 -0.6 0.0 -0.071
N 0.039 -1.035 -0.311 -0.9 -2.9 -1.3 -0.058
C -0.509 0.226 -0.082 -0.5 2.8 -1.3 -0.782
I -2.638 0.159 0.214 0.7 0.0 -0.3 0.857
C 0.188 1.492 0.307 1.3 -2.0 0.9 -0.244
O -0.043 1.389 -1.061 0.0 -2.6 0.3 -0.091
H -0.544 -1.853 -0.873 1.8 2.8 1.9 0.211
H -0.315 2.337 0.645 -1.4 0.9 1.4 0.079
H 1.144 1.365 0.885 -0.2 0.1 -1.5 0.128
```
Positions in Å, forces in eV/Å.

Values from the calculation:
ΔE to the lowest compared entry with this formula, charge and spin (kcal/mol): 111.3
SMILES string: O=NN[C@@]1(I)CO1
Spin multiplicity: 1

=====

| no. | E_tot (a.u.) | HOMO-LUMO gap (Eh) | LUMO energy (eV) |
| --- | --- | --- | --- |
| 1 | -5405.9698 | 0.3049 | 1.98 |
| 2 | -627.9166 | 0.2398 | 3.75 |
| 3 | -635.5307 | 0.3608 | -0.23 |